Record 1
ORCA calculation (wB97M-V/def2-TZVPD) on C16H26N4O2S in the gas phase in a non-equilibrium geometry.

Element x y z (Å)
C 2.397 -0.769 6.456
C 3.406 -1.266 5.430
C 2.826 -2.375 4.550
C 1.746 -1.887 3.656
N 1.559 -0.663 3.321
N 0.541 -0.466 2.490
C -0.072 -1.556 2.173
N -1.145 -1.606 1.333
C -1.712 -2.781 0.938
O -1.334 -3.857 1.348
C -2.838 -2.608 -0.063
C -2.299 -2.260 -1.455
C -1.863 -0.801 -1.566
O -2.036 0.008 -0.671
N -1.290 -0.494 -2.740
C -0.730 0.822 -3.054
C -1.825 1.893 -2.974
C -1.640 3.053 -3.954
C -0.205 3.568 -4.100
C 0.608 3.583 -2.805
C 1.333 2.262 -2.546
C 0.431 1.116 -2.097
S 0.592 -2.998 2.912
H 2.842 -0.001 7.083
H 1.533 -0.343 5.953
H 2.063 -1.585 7.095
H 3.711 -0.437 4.792
H 4.289 -1.655 5.942
H 2.432 -3.184 5.170
H 3.619 -2.800 3.924
H -1.459 -0.732 0.903
H -3.504 -1.812 0.273
H -3.388 -3.548 -0.108
H -1.457 -2.909 -1.703
H -3.084 -2.431 -2.196
H -1.168 -1.228 -3.419
H -0.358 0.752 -4.080
H -2.789 1.423 -3.181
H -1.869 2.266 -1.951
H -2.282 3.870 -3.619
H -1.994 2.750 -4.943
H 0.331 2.966 -4.837
H -0.258 4.582 -4.504
H 1.366 4.366 -2.882
H -0.032 3.831 -1.958
H 1.867 1.971 -3.455
H 2.080 2.417 -1.765
H 1.042 0.214 -2.004
H 0.020 1.336 -1.111

The SMILES is CCCc1nnc(NC(=O)CCC(=O)NC2CCCCCC2)s1. For the LUMO energy, the calculation gives 0.47 eV. As for the orbital gap: 9.1 eV. The calculation puts the molar mass at 338.48 u. The calculation puts the energy above the lowest of the compared OMol25 structures with the same formula, charge and spin at 119.04 kJ/mol. As for the highest occupied orbital energy: -8.7 eV.

=====

Record 2
ORCA calculation (wB97M-V/def2-TZVPD) on C16H26N4O3 in the gas phase.

Element x y z (Å)
C 1.685 -3.231 0.045
C 0.941 -2.476 1.151
C -0.141 -1.626 0.560
N 0.151 -0.370 0.274
C 1.393 0.327 0.480
C 1.352 1.661 -0.279
N 2.622 2.345 -0.135
C 3.072 3.064 -1.312
C 2.315 4.375 -1.553
C 2.451 5.270 -0.324
C 1.967 4.519 0.914
C 2.717 3.188 1.045
C -1.434 -2.117 0.284
C -1.795 -3.491 0.565
O -1.052 -4.359 0.992
N -3.123 -3.842 0.318
C -3.484 -5.217 0.620
C -4.096 -3.026 -0.197
O -5.231 -3.403 -0.395
N -3.694 -1.737 -0.481
C -4.680 -0.827 -1.037
C -2.429 -1.231 -0.270
O -2.235 -0.046 -0.568
H 2.526 -3.770 0.471
H 2.056 -2.550 -0.719
H 1.015 -3.949 -0.418
H 0.504 -3.209 1.826
H 1.636 -1.846 1.706
H -0.638 0.163 -0.127
H 2.241 -0.257 0.112
H 1.552 0.518 1.548
H 0.497 2.249 0.086
H 1.182 1.446 -1.336
H 2.984 2.404 -2.178
H 4.134 3.287 -1.165
H 1.260 4.158 -1.736
H 2.716 4.874 -2.435
H 1.877 6.189 -0.457
H 3.501 5.544 -0.193
H 0.894 4.333 0.830
H 2.132 5.117 1.812
H 2.346 2.629 1.906
H 3.780 3.391 1.209
H -4.534 -5.351 0.376
H -3.309 -5.417 1.677
H -2.865 -5.895 0.032
H -4.805 0.029 -0.374
H -4.339 -0.468 -2.008
H -5.616 -1.370 -1.138

The SMILES is CCC(NCCN1CCCCC1)=C1C(=O)N(C)C(=O)N(C)C1=O. For the LUMO energy, the calculation gives 0.66 eV. As for the orbital gap: 9.2 eV. The calculation puts the molar mass at 322.41 u. The calculation puts the energy above the lowest of the compared OMol25 structures with the same formula, charge and spin at 31.79 kJ/mol. As for the highest occupied orbital energy: -8.5 eV.

=====

Record 3
ORCA calculation (wB97M-V/def2-TZVPD) on C16H26N4O3 in the gas phase.

Element x y z (Å)
C 0.018 -5.104 -1.450
N -0.758 -4.607 -0.328
C -0.693 -3.252 -0.077
O -0.002 -2.532 -0.797
C -1.464 -2.771 1.041
C -1.464 -1.428 1.373
N -0.760 -0.518 0.740
C -0.798 0.898 0.985
C -1.595 1.626 -0.103
C -1.457 3.165 -0.018
N -0.447 3.785 -0.836
C 0.957 3.597 -0.513
C 1.634 2.445 -1.271
C 3.103 2.326 -0.877
C 3.843 3.627 -1.167
C 3.179 4.789 -0.436
C 1.708 4.898 -0.825
C -2.265 -3.674 1.843
O -2.941 -3.333 2.795
N -2.222 -5.009 1.459
C -3.015 -5.934 2.251
C -1.499 -5.518 0.404
O -1.505 -6.697 0.127
H -0.334 -4.642 -2.373
H -0.106 -6.183 -1.495
H 1.067 -4.845 -1.309
H -2.072 -1.119 2.217
H -0.230 -0.880 -0.061
H 0.230 1.270 1.009
H -1.256 1.078 1.961
H -1.259 1.290 -1.086
H -2.646 1.348 -0.004
H -2.409 3.612 -0.319
H -1.271 3.454 1.020
H -0.614 3.614 -1.820
H 1.026 3.416 0.566
H 1.563 2.646 -2.344
H 1.126 1.498 -1.078
H 3.565 1.502 -1.425
H 3.176 2.098 0.190
H 4.887 3.539 -0.859
H 3.827 3.820 -2.243
H 3.694 5.722 -0.673
H 3.257 4.630 0.643
H 1.231 5.719 -0.288
H 1.623 5.107 -1.893
H -2.701 -5.880 3.293
H -2.863 -6.936 1.858
H -4.067 -5.656 2.190

The SMILES is CN1C(=O)C(=CNCCCNC2CCCCC2)C(=O)N(C)C1=O. For the LUMO energy, the calculation gives 0.50 eV. As for the orbital gap: 9.1 eV. The calculation puts the molar mass at 322.41 u. The calculation puts the energy above the lowest of the compared OMol25 structures with the same formula, charge and spin at 19.47 kJ/mol. As for the highest occupied orbital energy: -8.6 eV.

=====

Repeat the third record exactly.
ORCA calculation (wB97M-V/def2-TZVPD) on C16H26N4O3 in the gas phase.

Element x y z (Å)
C 0.018 -5.104 -1.450
N -0.758 -4.607 -0.328
C -0.693 -3.252 -0.077
O -0.002 -2.532 -0.797
C -1.464 -2.771 1.041
C -1.464 -1.428 1.373
N -0.760 -0.518 0.740
C -0.798 0.898 0.985
C -1.595 1.626 -0.103
C -1.457 3.165 -0.018
N -0.447 3.785 -0.836
C 0.957 3.597 -0.513
C 1.634 2.445 -1.271
C 3.103 2.326 -0.877
C 3.843 3.627 -1.167
C 3.179 4.789 -0.436
C 1.708 4.898 -0.825
C -2.265 -3.674 1.843
O -2.941 -3.333 2.795
N -2.222 -5.009 1.459
C -3.015 -5.934 2.251
C -1.499 -5.518 0.404
O -1.505 -6.697 0.127
H -0.334 -4.642 -2.373
H -0.106 -6.183 -1.495
H 1.067 -4.845 -1.309
H -2.072 -1.119 2.217
H -0.230 -0.880 -0.061
H 0.230 1.270 1.009
H -1.256 1.078 1.961
H -1.259 1.290 -1.086
H -2.646 1.348 -0.004
H -2.409 3.612 -0.319
H -1.271 3.454 1.020
H -0.614 3.614 -1.820
H 1.026 3.416 0.566
H 1.563 2.646 -2.344
H 1.126 1.498 -1.078
H 3.565 1.502 -1.425
H 3.176 2.098 0.190
H 4.887 3.539 -0.859
H 3.827 3.820 -2.243
H 3.694 5.722 -0.673
H 3.257 4.630 0.643
H 1.231 5.719 -0.288
H 1.623 5.107 -1.893
H -2.701 -5.880 3.293
H -2.863 -6.936 1.858
H -4.067 -5.656 2.190

The SMILES is CN1C(=O)C(=CNCCCNC2CCCCC2)C(=O)N(C)C1=O. For the LUMO energy, the calculation gives 0.50 eV. As for the orbital gap: 9.1 eV. The calculation puts the molar mass at 322.41 u. The calculation puts the energy above the lowest of the compared OMol25 structures with the same formula, charge and spin at 19.47 kJ/mol. As for the highest occupied orbital energy: -8.6 eV.